# 1
ORCA calculation (the ωB97M-V functional and the def2-TZVPD basis) on a 2-piece molecular cluster, C9H17N2 overall in a non-equilibrium geometry.

```
28
Properties=species:S:1:pos:R:3:forces:R:3
C 0.94462 0.56478 -0.96375 -0.223 1.432 0.471
C 1.87126 -0.29779 -0.50193 -1.050 -0.979 0.959
C -2.25660 0.91170 1.21486 -4.791 0.788 -1.166
C -2.36091 -1.40907 -0.21663 -1.064 -0.307 1.804
C -1.77056 -0.47468 0.91358 0.359 -1.914 0.896
C -0.08450 1.19161 -0.13674 -0.505 3.339 -0.180
C 2.99169 -0.79931 -1.29902 0.384 0.986 -0.761
C 1.82094 -0.92065 0.92280 -2.362 0.322 -3.790
C -0.25203 3.58012 -0.26060 1.803 -4.660 -2.892
N -1.05962 0.75564 0.55955 2.693 -1.608 -0.982
N -1.54402 -2.63511 -0.36399 -0.631 0.464 -1.602
H 1.08638 1.19245 -1.87950 0.036 -1.059 0.592
H -3.16484 1.03753 0.46207 1.845 0.730 1.636
H -2.38204 1.43433 2.19730 0.449 -0.861 -0.907
H -3.40765 -1.67159 0.17043 1.097 0.534 -0.634
H -2.45362 -0.86931 -1.15973 0.079 -0.019 0.067
H -1.44467 -1.03911 1.84350 0.244 0.745 -1.401
H 3.91331 -0.40418 -0.90426 0.550 -0.204 0.489
H 3.03108 -1.85825 -1.38859 0.032 -1.020 0.534
H 2.99165 -0.46061 -2.30664 -0.318 0.535 -0.977
H 1.45497 -0.16729 1.53036 -1.174 1.057 1.690
H 1.16238 -1.81396 0.82495 0.762 0.434 0.561
H 2.80120 -1.04780 1.16096 2.612 -1.236 1.015
H 0.47161 3.47579 -1.15081 -0.845 0.851 1.773
H 0.13672 3.91209 0.69309 -0.566 0.113 -0.078
H -1.24223 3.43101 -0.68942 -0.172 0.825 1.008
H -1.35614 -2.98560 0.52820 0.494 -0.588 1.743
H -2.03690 -3.43328 -0.81928 0.262 1.302 0.133
```
Positions in Å, forces in eV/Å.

Summary:
Kohn-Sham gap (alpha / beta): 8.58 / 8.57 eV
2S+1: 1
HOMO energy (alpha / beta): -0.4639 / -0.4639 Eh
Charge: +1

So, what does the natural (NBO) scheme give us? The charges, in e, come out as: C -0.412; C 0.216; C -0.223; C -0.232; C -0.050; C 0.460; C -0.673; C -0.648; C -0.434; N -0.384; N -0.830; H 0.253; H 0.229; H 0.262; H 0.197; H 0.213; H 0.236; H 0.244; H 0.251; H 0.230; H 0.209; H 0.248; H 0.230; H 0.218; H 0.234; H 0.223; H 0.351; H 0.385



# 2
ORCA calculation (the ωB97M-V functional and the def2-TZVPD basis) on C9H17N2O as an isolated structure in a non-equilibrium geometry.

```
29
Properties=species:S:1:pos:R:3:forces:R:3
C 1.88215 0.33662 -0.68812 -1.568 -0.440 2.891
C 2.58641 -0.54901 0.00756 -1.642 -0.396 0.130
C -2.29944 -1.05954 0.59370 -2.350 0.294 0.987
C -1.88753 0.37982 0.54654 -0.473 1.497 -1.997
C -2.13318 -1.60311 -0.77079 0.834 2.003 -1.040
C -0.70802 0.38327 -0.45782 -0.127 2.337 -1.282
C 0.68192 0.80039 0.06753 -0.704 -1.941 2.909
C 3.87576 -1.05698 -0.47705 1.723 -3.003 0.257
C 0.59623 2.23872 0.56077 1.044 1.011 0.116
N 0.83197 -0.25130 1.57584 -0.626 1.729 -4.254
N -0.78454 -0.97634 -1.17877 0.381 0.322 1.765
O 1.94662 -1.02654 1.19400 2.247 -0.098 -0.826
H 2.16548 0.70494 -1.60087 0.703 0.974 -1.959
H -1.81687 -1.60999 1.35341 1.255 -0.573 0.662
H -3.33102 -1.08566 0.95346 -0.218 -0.275 -0.473
H -2.67406 1.14277 0.12678 1.047 -1.830 0.800
H -1.63834 0.74153 1.50965 0.515 0.285 0.864
H -2.03332 -2.65228 -0.90971 -0.407 -0.777 -0.177
H -2.79446 -1.05396 -1.44074 -0.550 -0.811 -0.128
H -0.92521 1.20326 -1.22742 0.155 -1.436 0.532
H 4.18577 -0.70536 -1.44237 -0.568 0.950 -0.520
H 3.98216 -2.22390 -0.73651 -0.456 2.329 1.532
H 4.67252 -0.68202 0.19318 -0.222 -0.808 -0.060
H -0.07115 2.25179 1.42537 0.322 0.162 0.206
H 0.07240 2.87726 -0.16347 0.285 -0.096 -0.118
H 1.60898 2.77170 0.80323 -1.839 -1.377 -0.382
H 1.12406 0.42792 2.26701 0.742 0.120 0.204
H -0.06000 -1.56344 -0.71517 0.026 0.405 -1.077
H -0.70116 -0.83422 -2.19032 0.471 -0.560 0.436
```
Positions in Å, forces in eV/Å.

Summary:
Kohn-Sham gap: 9.25 eV
2S+1: 1
HOMO energy: -0.4519 Eh
Charge: +1

So, what does the natural (NBO) scheme give us? The charges, in e, come out as: C -0.416; C 0.365; C -0.459; C -0.410; C -0.192; C -0.069; C 0.138; C -0.689; C -0.661; N -0.336; N -0.526; O -0.377; H 0.243; H 0.249; H 0.260; H 0.231; H 0.250; H 0.242; H 0.216; H 0.229; H 0.248; H 0.251; H 0.254; H 0.227; H 0.229; H 0.260; H 0.343; H 0.452; H 0.449



# 3
ORCA calculation (the ωB97M-V functional and the def2-TZVPD basis) on a 2-piece molecular cluster, C9H17N3 overall in a non-equilibrium geometry.

```
29
Properties=species:S:1:pos:R:3:forces:R:3
H 4.38931 -2.99593 1.25989 -1.036 0.603 -1.064
N 4.08658 -2.09310 0.83733 -3.371 0.908 -2.340
C 2.95284 -2.10329 0.06266 4.130 -3.377 3.481
N 2.32935 -1.06375 -0.52060 0.764 1.035 -0.039
N 2.91810 0.25395 -0.53323 -0.842 -0.778 0.312
C 1.92207 1.24975 -0.12833 -0.861 -0.081 0.436
C 2.44952 2.67948 -0.09895 1.084 -0.840 0.017
H 2.49804 -3.15063 -0.10843 0.039 1.937 -0.030
H 1.43679 -1.24649 -0.96380 0.225 0.264 -0.095
H 3.22193 0.44181 -1.47755 0.117 -0.054 -0.217
H 1.01823 1.18290 -0.75796 0.113 0.095 0.007
H 1.58986 0.98423 0.89060 0.235 0.017 -0.353
H 3.31401 2.66671 0.56665 0.052 0.212 0.034
H 2.81484 3.01437 -1.06809 -0.147 0.041 -0.160
H 1.74269 3.39295 0.29092 -0.432 0.071 0.017
C -1.68550 -0.12660 -0.79004 2.299 0.508 0.495
C -1.48414 0.10109 0.56003 0.636 -0.394 -2.211
C -2.56115 0.24936 1.53004 -0.951 -0.417 -0.753
C -3.77087 -0.32983 0.68590 -2.568 -0.146 1.233
C -3.84913 -1.22692 -0.60147 3.229 5.432 -3.139
C -2.79861 -0.63319 -1.56460 -2.579 -3.378 4.811
H -0.72324 -0.02092 -1.32536 -0.520 -0.397 -0.035
H -0.44557 -0.05861 0.84925 -0.102 0.761 0.224
H -2.31427 -0.19302 2.51010 -0.341 -0.293 -0.482
H -2.84846 1.30443 1.75320 0.503 -0.660 -0.208
H -4.24233 0.55984 0.24343 0.121 0.009 0.432
H -4.52360 -0.69506 1.40567 0.139 -0.008 -0.284
H -4.89776 -1.09575 -0.97446 0.698 -1.541 0.199
H -2.53952 -1.04776 -2.53279 -0.633 0.469 -0.290
```
Positions in Å, forces in eV/Å.

Summary:
Structure (SMILES): [H]/N=C/NNCC.C1=CCCC=C1
Kohn-Sham gap: 7.57 eV
2S+1: 1
HOMO energy: -0.2967 Eh
Charge: 0

So, what does the natural (NBO) scheme give us? The charges, in e, come out as: H 0.349; N -0.766; C 0.270; N -0.477; N -0.419; C -0.221; C -0.618; H 0.163; H 0.380; H 0.347; H 0.156; H 0.196; H 0.220; H 0.202; H 0.221; C -0.286; C -0.107; C -0.453; C -0.463; C -0.195; C -0.194; H 0.185; H 0.206; H 0.217; H 0.229; H 0.220; H 0.212; H 0.212; H 0.214



Computed relative energy (zero: lowest compared OMol25 entry of this formula, charge and spin) (kcal per mole) in order:
160.0, 80.7, 135.0